# 1
# C2H5N3O3

One molecule with the formula C2H5N3O3 at a distorted geometry (ωB97M-V/def2-TZVPD, OMol25).

Last column: Mulliken charge in e.
Geometry (Å):
C1 -1.60 -0.72 -0.25  0.161
C2 1.28 -0.29 -0.10  0.566
N1 2.00 0.85 -0.42  -0.503
N2 -0.87 -0.73 0.90  -0.200
N3 0.24 0.12 1.03  -0.020
O1 -1.56 0.05 -1.18  -0.529
O2 1.26 -1.37 -0.59  -0.495
O3 -0.28 1.45 0.72  -0.543
H1 -2.43 -1.59 -0.34  0.333
H2 1.37 1.60 -0.20  0.367
H3 2.32 0.66 -1.34  0.268
H4 -0.62 -1.43 1.54  0.277
H5 -1.11 1.40 0.23  0.318

HOMO energy   -9.720 eV
Molecular weight   119.08 g/mol
SMILES   NC(=O)N(O)NC=O
Energy above the lowest of the compared OMol25 structures with the same formula, charge and spin   55.7 kcal/mol
Electronic energy   -12765.187 eV



# 2
# C2H5N3O

A 2-piece molecular cluster, C2H5N3O overall (ωB97M-V/def2-TZVPD, OMol25).

Last column: Mulliken charge in e.
Geometry (Å):
C1 -1.25 0.10 0.18  0.604
N1 -0.54 1.14 0.46  -0.445
C2 1.27 -0.55 -0.77  0.113
O1 0.23 -1.23 -0.52  -0.653
N2 -2.30 -0.46 0.00  -0.486
N3 1.92 0.24 0.07  -0.868
H1 -0.81 1.67 1.27  0.270
H2 0.56 1.08 0.19  0.463
H3 -2.36 -1.46 -0.08  0.324
H4 1.70 -0.06 1.02  0.290
H5 1.58 -0.47 -1.82  0.389

HOMO energy   -9.392 eV
Molecular weight   87.08 g/mol
Energy above the lowest of the compared OMol25 structures with the same formula, charge and spin   70.5 kcal/mol
Electronic energy   -8670.583 eV



# 3
# C34H44GaN6P2SSi2

C34H44GaN6P2SSi2 as an isolated structure (ωB97M-V/def2-TZVPD, OMol25).

Last column: Mulliken charge in e.
Geometry (Å):
Ga1 0.33 -0.45 -0.13  -0.284
C1 0.74 4.34 -1.38  -1.339
Si1 1.45 2.65 -1.00  0.640
C2 2.81 2.83 0.29  -0.812
C3 2.19 1.94 -2.56  -1.067
N1 0.24 1.51 -0.44  0.605
P1 -1.00 1.60 0.65  1.128
C4 -1.35 -0.04 1.04  -0.726
P2 -2.18 -1.00 -0.13  0.452
N2 -0.99 -1.40 -1.21  0.730
Si2 -0.91 -2.68 -2.40  0.401
C5 -2.52 -2.89 -3.34  -1.000
C6 -0.48 -4.29 -1.55  -0.945
C7 0.45 -2.21 -3.60  -1.138
C8 -3.61 -0.32 -0.97  0.389
C9 -3.50 0.12 -2.29  -0.064
C10 -4.60 0.65 -2.94  -1.133
C11 -5.81 0.78 -2.27  -0.595
C12 -5.92 0.37 -0.94  -0.900
C13 -4.82 -0.18 -0.30  -0.530
C14 -2.77 -2.53 0.66  0.606
C15 -3.82 -3.27 0.13  -0.336
C16 -4.15 -4.51 0.67  -0.839
C17 -3.44 -5.00 1.75  -0.587
C18 -2.40 -4.26 2.29  -0.726
C19 -2.07 -3.03 1.75  -0.677
C20 -2.32 2.69 0.12  0.752
C21 -3.33 3.01 1.03  -0.825
C22 -4.36 3.84 0.66  -0.818
C23 -4.39 4.37 -0.63  -0.672
C24 -3.40 4.06 -1.54  -0.963
C25 -2.37 3.21 -1.17  -0.038
C26 -0.41 2.40 2.19  0.271
C27 -0.10 3.76 2.21  -0.605
C28 0.43 4.34 3.35  -0.586
C29 0.63 3.58 4.50  -0.749
C30 0.28 2.24 4.50  -0.661
C31 -0.25 1.65 3.35  -0.452
H1 1.53 5.09 -1.27  0.502
H2 -0.09 4.64 -0.74  0.307
H3 0.39 4.39 -2.41  0.386
H4 3.76 3.09 -0.18  0.488
H5 2.97 1.89 0.82  -0.093
H6 2.59 3.59 1.04  0.299
H7 2.37 2.72 -3.30  0.450
H8 1.52 1.21 -3.02  0.107
H9 3.14 1.44 -2.38  0.304
H10 -3.38 -2.99 -2.68  0.221
H11 -2.45 -3.80 -3.93  0.469
H12 -2.71 -2.06 -4.02  0.348
H13 -1.31 -4.66 -0.95  0.227
H14 0.38 -4.14 -0.89  0.221
H15 -0.21 -5.06 -2.27  0.439
H16 0.61 -1.13 -3.61  0.153
H17 0.20 -2.50 -4.62  0.464
H18 1.40 -2.69 -3.36  0.317
H19 -2.55 0.02 -2.80  0.758
H20 -4.51 0.98 -3.96  0.471
H21 -6.67 1.19 -2.78  0.430
H22 -6.86 0.47 -0.42  0.476
H23 -4.91 -0.50 0.73  0.552
H24 -4.39 -2.90 -0.72  0.326
H25 -4.97 -5.07 0.25  0.431
H26 -3.70 -5.96 2.17  0.402
H27 -1.85 -4.64 3.14  0.453
H28 -1.28 -2.43 2.19  0.200
H29 -3.29 2.60 2.04  0.485
H30 -5.14 4.09 1.37  0.455
H31 -5.20 5.04 -0.91  0.432
H32 -3.43 4.47 -2.54  0.468
H33 -1.59 2.95 -1.88  0.599
H34 -0.27 4.37 1.34  0.284
H35 0.66 5.40 3.36  0.469
H36 1.03 4.04 5.39  0.424
H37 0.39 1.65 5.40  0.513
H38 -0.59 0.62 3.35  0.580
C32 4.24 0.12 3.74  -1.204
C33 4.23 -0.39 2.36  1.099
N3 5.25 -0.77 1.66  -0.852
N4 4.74 -1.14 0.45  0.259
C34 3.42 -0.98 0.37  0.287
S1 2.40 -1.29 -0.95  -0.498
N5 3.08 -0.51 1.60  0.116
N6 1.76 -0.22 1.93  -0.254
H39 5.27 0.13 4.11  0.365
H40 3.64 -0.51 4.40  0.317
H41 3.84 1.14 3.78  0.281
H42 5.35 -1.47 -0.28  0.157
H43 1.65 0.76 2.20  -0.131
H44 1.41 -0.83 2.66  0.331

HOMO energy   -10.336 eV
Molecular weight   756.68 g/mol
Net charge   +1
Energy above the lowest of the compared OMol25 structures with the same formula, charge and spin   1.0 kcal/mol
Electronic energy   -142456.954 eV



# 4
# C2H4ClO2S

C2H4ClO2S as an isolated structure at a distorted geometry (ωB97M-V/def2-TZVPD, OMol25).

Last column: Mulliken charge in e.
Geometry (Å):
C1 -1.24 -0.36 -0.20  -1.246
C2 -0.28 0.33 0.72  0.154
O1 1.38 0.33 -1.48  -0.476
O2 0.10 1.60 0.46  -0.500
S1 1.39 0.47 -0.05  0.465
Cl1 3.71 -0.96 0.29  -0.831
H1 -0.77 -0.95 -1.00  0.280
H2 -1.92 0.30 -0.72  0.316
H3 -2.01 -0.88 0.24  0.391
H4 -0.36 0.12 1.74  0.448

HOMO energy   -4.076 eV
Molecular weight   127.57 g/mol
Net charge   -1
Energy above the lowest of the compared OMol25 structures with the same formula, charge and spin   11.8 kcal/mol
Electronic energy   -29591.589 eV



# 5
# C6H14N2

A 2-piece molecular cluster, C6H14N2 overall at a distorted geometry (ωB97M-V/def2-TZVPD, OMol25).

Last column: Mulliken charge in e.
Geometry (Å):
C1 -0.48 -1.99 2.03  -1.110
C2 -0.37 -0.50 1.84  0.022
C3 0.49 0.27 2.57  -0.294
N1 0.60 1.69 2.46  -0.536
H1 0.31 -2.35 2.76  0.288
H2 -1.47 -2.33 2.40  0.256
H3 -0.31 -2.51 1.11  0.267
H4 -1.01 -0.07 1.09  0.324
H5 1.18 -0.18 3.27  0.285
H6 0.81 2.13 3.34  0.238
H7 -0.24 2.12 2.05  0.236
C4 -0.25 -0.82 -3.15  -1.058
C5 -0.43 0.64 -2.69  -0.424
C6 0.78 1.30 -0.79  -0.369
N2 -0.28 0.71 -1.24  -0.192
H8 -0.43 -0.91 -4.22  0.346
H9 0.78 -1.14 -2.93  0.274
H10 -0.93 -1.46 -2.60  0.287
H11 -1.47 0.98 -2.93  0.297
H12 0.25 1.29 -3.19  0.375
H13 1.45 1.89 -1.43  0.213
H14 1.06 1.25 0.25  0.276

HOMO energy   -7.954 eV
Molecular weight   114.19 g/mol
SMILES   C/C=C/N.C=NCC
Energy above the lowest of the compared OMol25 structures with the same formula, charge and spin   39.9 kcal/mol
Electronic energy   -9427.756 eV



# 6
# C3H2O3

One molecule with the formula C3H2O3 at a distorted geometry (ωB97M-V/def2-TZVPD, OMol25).

Last column: Mulliken charge in e.
Geometry (Å):
O1 0.98 1.04 -0.31  -0.341
C1 0.84 0.49 0.77  -0.024
C2 -0.17 -0.77 0.37  0.367
O2 -0.61 -1.76 0.86  -0.493
C3 -0.53 -0.08 -0.92  0.209
O3 -1.54 0.44 -0.46  -0.450
H1 1.42 0.96 1.58  0.381
H2 -0.21 -0.09 -1.97  0.351

HOMO energy   -9.773 eV
Molecular weight   86.05 g/mol
SMILES   O=CC(=O)C=O
Energy above the lowest of the compared OMol25 structures with the same formula, charge and spin   75.5 kcal/mol
Electronic energy   -9282.253 eV



Question: Which of these has the highest molecular weight?
Answer: C34H44GaN6P2SSi2